{
  "formula": "C6H11NO",
  "method": "wB97M-V/def2-TZVPD",
  "species": ["H", "H", "H", "H", "C", "H", "H", "H", "C", "C", "O", "H", "C", "H", "N", "C", "H", "C", "H"],
  "coordinates": [[-3.119775, 0.022490, 0.242384], [2.407435, -1.583469, -0.459546], [-0.157293, -1.637200, -0.787737], [2.071787, -0.950097, 1.127841], [-2.020724, -0.365796, -0.020507], [0.730648, 0.681356, 2.213126], [-1.012766, 0.798268, -1.892258], [1.921063, 0.658797, -1.619243], [0.133336, -0.948465, 0.145854], [0.171698, 0.702159, -0.078340], [0.243411, 1.602272, 1.135173], [-0.869150, -0.122910, 1.702112], [1.738025, -1.038077, 0.093472], [-1.972518, 1.729679, -0.749687], [-1.040041, -0.913362, 0.983960], [1.660864, 0.494191, -0.481740], [-2.027802, -1.295081, -0.757252], [-1.234033, 0.843572, -0.769637], [2.375843, 1.321675, -0.027977]],
  "atomic_forces_ev_per_a": [[2.706, -1.364, 0.186], [0.535, -2.358, -1.403], [0.262, 2.180, 1.478], [0.615, -0.166, -0.065], [-0.127, -0.887, -2.268], [-1.607, 3.472, -3.822], [-0.534, -0.762, 1.373], [-0.751, -0.938, 1.888], [-0.272, 0.900, -3.038], [0.904, -0.052, 0.051], [0.871, -5.510, 2.370], [-0.547, -1.741, -1.144], [-2.198, 5.390, 3.177], [1.941, -0.670, 0.677], [-1.117, 0.031, 2.709], [1.872, 1.640, -1.954], [-0.916, 2.106, 1.258], [-0.139, 0.639, -1.038], [-1.499, -1.910, -0.434]],
  "nbo_charge": [0.2301, 0.2271, 0.2052, 0.1973, -0.2386, 0.3749, 0.2270, 0.2172, -0.0561, 0.2158, -0.6735, 0.3649, -0.4092, 0.2280, -0.6307, -0.4327, 0.1979, -0.4783, 0.2337],
  "e_above_lowest_kj_mol": 814.5,
  "homo_lumo_gap_ev": 8.14,
  "lumo_energy_ev": -0.38,
  "e_homo_ev": -8.513
}